The following is a quantum chemistry calculation of C3H4NOP in the gas phase in a non-equilibrium geometry, from the OMol25 dataset.

Calculated values
Orbital gap (spin up / spin down) (eV): 6.6 / 7.9
<S²>: 2.020
HOMO energy (spin up / spin down) (eV): -6.371 / -10.995
Multiplicity: 3
Total energy (eV): -15997.4213

Last column: Mulliken charge in e.
Cartesian coordinates (Å):
C  2.603  -0.388  0.617  0.394
C  -0.644  0.665  -0.050  -0.761
C  1.981  -1.371  -0.151  -0.398
N  2.949  0.522  1.200  -0.331
O  -0.607  -1.982  -0.780  -0.591
P  0.325  -1.006  -0.277  0.421
H  -0.578  1.275  -1.023  0.276
H  -1.585  0.366  0.201  0.270
H  -0.110  1.189  0.716  0.332
H  2.595  -2.308  -0.197  0.388


The following is a quantum chemistry calculation of a gas-phase ion, C3H4NOS (charge +1) in a non-equilibrium geometry, from the OMol25 dataset.

Calculated values
Orbital gap (spin up / spin down) (eV): 7.9 / 6.1
Net charge: +1
HOMO energy (spin up / spin down) (eV): -14.766 / -13.927
Total energy (eV): -17535.0972

Last column: Mulliken charge in e.
Cartesian coordinates (Å):
C  0.127  0.363  -0.686  -0.401
C  0.365  1.039  0.508  0.185
C  -0.348  -1.005  -0.832  -0.539
N  0.316  0.565  1.686  0.403
O  0.369  0.550  2.847  -0.270
S  -0.453  -2.146  0.512  0.052
H  0.263  0.924  -1.603  0.395
H  0.623  2.100  0.427  0.427
H  -1.395  -0.898  -1.165  0.364
H  0.132  -1.493  -1.694  0.385


The following is a quantum chemistry calculation of a molecular structure, C3H4NOS2 in a non-equilibrium geometry, from the OMol25 dataset.

Calculated values
Orbital gap (spin up / spin down) (eV): 8.1 / 8.1
Net charge: +1
HOMO energy (spin up / spin down) (eV): -13.239 / -13.261
Total energy (eV): -28372.8578

Last column: Mulliken charge in e.
Cartesian coordinates (Å):
C  -2.765  0.055  0.410  0.714
C  1.410  1.015  -0.472  -0.214
C  1.120  -1.052  -0.551  -0.289
N  1.022  0.015  0.465  -0.143
O  -1.883  -0.272  1.066  -0.547
S  -4.016  0.535  -0.340  -0.240
S  1.372  0.045  -1.804  0.074
H  1.260  2.013  -0.237  0.466
H  1.207  -2.096  -0.433  0.413
H  1.393  -0.278  1.456  0.425
H  -0.120  0.021  0.440  0.340